Density functional theory data (the ωB97M-V functional and the def2-TZVPD basis) for a single C6H14N2 molecule.

The calculation puts the LUMO energy at 0.03692 Eh. The gap between HOMO and LUMO comes out at 8.883 eV. The energy relative to the best compared isomer or geometry (same formula, charge and spin) comes out at 1.244 eV. The value obtained for the highest occupied orbital energy is -7.879 eV. The total energy is -9428.2409 eV. The SMILES is C=C(C[C@@H](C)N)NC.

Last column: Mulliken charge in e.
Cartesian coordinates (Å):
C1 -2.0149 -0.4257 -1.2561  -1.313
C2 -1.0849 -0.7389 -0.3536  0.772
C3 -0.4797 0.3713 0.4859  -1.241
C4 0.4756 1.2998 -0.3019  0.789
C5 0.7730 2.5235 0.5740  -1.517
N1 1.7162 0.6735 -0.6530  -0.518
N2 -0.9364 -2.0436 0.1051  -0.246
C6 0.3653 -2.5032 0.5823  -0.789
H1 -2.5644 -1.1607 -1.8281  0.305
H2 -2.3171 0.6073 -1.3792  0.254
H3 -0.0480 0.0875 1.4375  0.412
H4 -1.3006 1.0240 0.7993  0.339
H5 -0.1200 1.6044 -1.1649  0.179
H6 1.1025 2.1737 1.5515  0.383
H7 1.5781 3.1023 0.1239  0.421
H8 -0.0983 3.1822 0.5879  0.370
H9 1.7393 -0.3242 -0.7860  0.123
H10 2.6068 0.9766 -0.3017  0.200
H11 -1.4934 -2.7053 -0.4111  0.256
H12 1.1633 -2.3661 -0.1626  0.215
H13 0.2778 -3.5153 0.9487  0.356
H14 0.6599 -1.8433 1.4017  0.249

Density functional theory data (the ωB97M-V functional and the def2-TZVPD basis) for 2 unconnected molecules or ions with the total composition C6H14N2O.

The calculation puts the LUMO energy (alpha / beta) at -0.03386 / 0.03323 Eh. The gap between HOMO and LUMO (alpha / beta) comes out at 4.992 / 8.100 eV. The energy relative to the best compared isomer or geometry (same formula, charge and spin) comes out at 7.003 eV. The value obtained for the highest occupied orbital energy (alpha / beta) is -5.914 / -7.196 eV. The total energy is -11470.7670 eV.

Last column: Mulliken charge in e.
Cartesian coordinates (Å):
C1 1.2927 0.6781 -1.2947  0.027
C2 1.4132 -0.1064 0.9750  -0.105
C3 -2.2537 0.2605 -0.1915  -0.242
C4 -1.5562 -0.9326 1.7523  -0.932
C5 0.7605 1.7282 -2.1893  -1.146
C6 1.5834 -1.5283 0.6182  -1.367
N1 -1.3604 0.2299 0.9346  -0.243
N2 1.3179 0.8300 0.0199  0.002
O1 -1.2442 -0.3127 -0.9178  -0.553
H1 1.0469 1.7475 0.3571  0.256
H2 1.4815 -0.3102 -1.6786  0.344
H3 1.4032 0.2495 1.9904  0.533
H4 -2.5105 1.2941 -0.4720  0.232
H5 -3.1685 -0.3535 -0.0975  0.290
H6 -2.5364 -0.8632 2.2505  0.383
H7 -1.5661 -1.8628 1.1668  0.320
H8 -0.7671 -1.0082 2.5018  0.271
H9 0.6812 2.6959 -1.6869  0.302
H10 -0.2494 1.4269 -2.5061  0.219
H11 1.3736 1.8560 -3.0847  0.346
H12 1.6136 -2.1470 1.5134  0.287
H13 0.7407 -1.8522 -0.0100  0.392
H14 2.5041 -1.7195 0.0490  0.384

Density functional theory data (the ωB97M-V functional and the def2-TZVPD basis) for a molecular structure, C6H14N2O10Pb.

The calculation puts the LUMO energy at 0.32581 Eh. The gap between HOMO and LUMO comes out at 3.246 eV. The energy relative to the best compared isomer or geometry (same formula, charge and spin) comes out at 0.000 eV. The value obtained for the highest occupied orbital energy is 5.619 eV. The total energy is -35140.1228 eV. Its total charge is -4.

Last column: Mulliken charge in e.
Cartesian coordinates (Å):
Pb1 -10.9811 34.4742 -6.1331  1.431
C1 -13.6030 36.7180 -5.4312  0.633
O1 -13.9580 37.1200 -4.2572  -0.872
O2 -12.3505 36.6917 -5.8019  -0.772
O3 -14.5158 36.2747 -6.2765  -0.860
C2 -10.3802 35.3337 -9.0965  0.697
O4 -10.5990 35.7471 -10.3105  -0.916
O5 -10.7045 34.1078 -8.7607  -0.748
O6 -9.8372 36.0775 -8.2085  -0.798
C3 -12.4397 31.7242 -3.5825  -1.033
O7 -12.0929 32.7384 -4.4124  -0.416
H1 -13.4493 31.3294 -3.8397  0.195
H2 -11.6494 30.9184 -3.5304  0.175
H3 -12.4938 32.0575 -2.5145  0.206
C4 -8.1529 36.1472 -4.4616  -0.939
O8 -9.4386 35.7937 -4.6137  -0.663
H4 -7.9984 37.0688 -3.8383  0.225
H5 -7.5068 35.3716 -3.9437  0.225
H6 -7.6198 36.3237 -5.4273  0.227
C5 -9.6307 31.1996 -6.6688  0.525
O9 -9.4874 32.3567 -6.3619  -0.515
N1 -9.3125 30.7228 -7.9372  -0.601
N2 -10.3241 30.2872 -5.9095  -0.321
H7 -9.9813 30.1447 -8.4192  0.206
H8 -8.9552 31.4212 -8.5730  0.332
H9 -10.4136 29.3717 -6.3032  0.109
H10 -10.6412 30.5415 -4.9868  0.234
C6 -14.6438 33.1294 -6.7753  -0.682
O10 -13.6622 34.1084 -6.9128  -0.272
H11 -14.5198 32.3790 -7.5787  0.215
H12 -14.4853 32.5774 -5.8369  0.082
H13 -15.6469 33.5643 -6.8677  0.290
H14 -14.0450 35.0281 -6.8179  0.400

Density functional theory data (the ωB97M-V functional and the def2-TZVPD basis) for 2 unconnected molecules or ions with the total composition C6H14N2O2.

The calculation puts the LUMO energy at 0.02093 Eh. The gap between HOMO and LUMO comes out at 10.222 eV. The energy relative to the best compared isomer or geometry (same formula, charge and spin) comes out at 1.394 eV. The value obtained for the highest occupied orbital energy is -9.653 eV. The total energy is -13524.2301 eV. The SMILES is CNC(C)=O.CNC(C)=O.

Last column: Mulliken charge in e.
Cartesian coordinates (Å):
C1 2.4116 -1.0085 -0.8101  -0.992
N1 1.0761 -1.2022 -0.2363  -0.125
C2 0.3372 -2.3269 -0.8680  0.678
C3 -1.0184 -2.5743 -0.2906  -1.091
O1 0.8803 -2.9763 -1.7140  -0.542
H1 3.1437 -1.4584 -0.1506  0.356
H2 2.5970 -1.6395 -1.6826  0.331
H3 2.7066 0.0310 -0.9930  0.274
H4 1.0115 -1.1863 0.7690  0.226
H5 -1.0630 -2.7774 0.7672  0.323
H6 -1.6943 -1.7212 -0.4596  0.242
H7 -1.5622 -3.3838 -0.7533  0.354
C4 -0.3780 3.1156 -0.7854  -0.933
N2 -0.3163 1.8595 -0.0470  -0.105
C5 -1.1170 1.7600 1.0254  0.558
C6 -1.0440 0.4807 1.8684  -0.732
O2 -1.7649 2.7131 1.4376  -0.645
H8 0.1098 2.9787 -1.7605  0.328
H9 -1.3966 3.4045 -1.0422  0.309
H10 -0.0650 3.9244 -0.1190  0.268
H11 0.3697 1.2106 -0.3879  0.225
H12 -0.0326 0.0863 1.9442  0.240
H13 -1.3720 0.8602 2.8252  0.333
H14 -1.8188 -0.1699 1.4631  0.119

Density functional theory data (the ωB97M-V functional and the def2-TZVPD basis) for 2 unconnected molecules or ions with the total composition C6H14N2O2.

The calculation puts the LUMO energy at 0.01570 Eh. The gap between HOMO and LUMO comes out at 10.321 eV. The energy relative to the best compared isomer or geometry (same formula, charge and spin) comes out at 1.038 eV. The value obtained for the highest occupied orbital energy is -9.894 eV. The total energy is -13524.5864 eV. The SMILES is CNC(C)=O.CNC(C)=O.

Last column: Mulliken charge in e.
Cartesian coordinates (Å):
C1 0.4998 2.1748 0.4334  -0.878
N1 -0.8702 1.7442 0.1247  -0.176
C2 -1.7543 2.2837 -0.7455  0.804
C3 -2.8743 1.3156 -1.1464  -1.079
O1 -1.6245 3.4043 -1.1986  -0.620
H1 0.6150 3.2461 0.2925  0.336
H2 0.7230 1.8746 1.4506  0.310
H3 1.1092 1.7014 -0.3395  0.265
H4 -1.1342 0.8687 0.5149  0.159
H5 -2.5705 0.6730 -1.9704  0.254
H6 -2.9964 0.6301 -0.3133  0.325
H7 -3.8074 1.8104 -1.3744  0.329
C4 0.4746 -2.3612 2.0062  -0.985
N2 0.7246 -1.6097 0.7817  -0.144
C5 1.6343 -2.1068 -0.1219  0.707
C6 1.8993 -1.2021 -1.3034  -1.002
O2 2.1518 -3.1836 0.0451  -0.608
H8 1.4080 -2.7848 2.3569  0.311
H9 -0.1178 -1.7904 2.7161  0.358
H10 -0.2380 -3.1524 1.7524  0.308
H11 0.6343 -0.6010 0.7976  0.168
H12 2.7837 -0.5666 -1.1655  0.256
H13 2.2629 -1.8389 -2.1095  0.326
H14 1.0672 -0.5294 -1.4837  0.278

Density functional theory data (the ωB97M-V functional and the def2-TZVPD basis) for 2 unconnected molecules or ions with the total composition C6H14N2Si2.

The calculation puts the LUMO energy at -0.05039 Eh. The gap between HOMO and LUMO comes out at 7.514 eV. The energy relative to the best compared isomer or geometry (same formula, charge and spin) comes out at 1.603 eV. The value obtained for the highest occupied orbital energy is -8.885 eV. The total energy is -25182.2005 eV.

Last column: Mulliken charge in e.
Cartesian coordinates (Å):
C1 3.3286 0.0998 -1.5060  -0.358
C2 2.5577 0.6630 -0.5416  -0.352
C3 3.2260 -1.3371 0.0658  -0.012
C4 -3.0451 1.1534 -1.3264  -1.054
C5 -1.5501 -1.4322 -0.3900  -0.956
C6 -2.0595 0.8006 1.8099  -0.984
N1 3.6738 -1.2043 -1.1474  -0.615
N2 2.5939 -0.1985 0.5161  0.244
Si1 1.7905 -0.1459 2.1202  0.046
Si2 -1.6590 0.4876 -0.0468  0.403
H1 3.5861 0.6261 -2.4352  0.348
H2 2.2741 1.6282 -0.4963  0.555
H3 3.3557 -2.2602 0.7647  0.277
H4 -3.8328 1.7168 -0.7300  0.288
H5 -2.6484 1.7419 -2.1489  0.301
H6 -3.5039 0.1620 -1.6476  0.269
H7 -0.9135 -1.8066 0.4269  0.237
H8 -2.5365 -2.0038 -0.4122  0.322
H9 -1.0434 -1.6231 -1.3721  0.307
H10 -2.2403 -0.1888 2.1991  0.309
H11 -1.1352 1.2174 2.1656  0.190
H12 -2.8503 1.3876 2.1231  0.435
H13 3.1474 -0.5945 2.6831  -0.095
H14 -0.5161 1.1104 -0.6740  -0.108

Density functional theory data (the ωB97M-V functional and the def2-TZVPD basis) for a gas-phase ion, C6H14N3 (charge +1).

The calculation puts the LUMO energy at -0.14775 Eh. The gap between HOMO and LUMO comes out at 8.625 eV. The energy relative to the best compared isomer or geometry (same formula, charge and spin) comes out at 1.802 eV. The value obtained for the highest occupied orbital energy is -12.646 eV. The total energy is -10911.3325 eV. The SMILES is CC1=[NH+]CCN[C@@]1(C)N. Its total charge is +1.

Last column: Mulliken charge in e.
Cartesian coordinates (Å):
C1 0.8913 1.1832 1.7277  -1.386
C2 0.3438 0.1434 0.7710  0.123
N1 0.7659 -1.0411 0.8660  -0.069
C3 0.1668 -2.1575 0.2112  -0.540
C4 -1.1283 -1.8080 -0.4529  -0.574
N2 -1.1283 -0.3897 -0.9693  -0.403
C5 -0.2756 0.6826 -0.3714  1.162
C6 0.8321 1.1838 -1.2813  -1.352
N3 -1.2022 1.8983 -0.1980  -0.671
H1 0.7827 2.1431 1.2697  0.409
H2 1.8615 0.7690 2.1625  0.363
H3 0.1738 0.9821 2.6370  0.353
H4 1.4210 -1.2153 1.6989  0.332
H5 0.1287 -2.9119 1.0232  0.366
H6 0.9252 -2.5212 -0.5724  0.299
H7 -1.1951 -2.3561 -1.4088  0.329
H8 -1.9347 -2.0798 0.1949  0.275
H9 -1.2531 -0.3051 -1.9808  0.276
H10 0.5338 1.0056 -2.2734  0.396
H11 1.7859 0.5687 -0.9965  0.316
H12 1.0588 2.2372 -1.0759  0.433
H13 -2.1290 1.7047 0.1787  0.274
H14 -1.4249 2.2840 -1.1602  0.292

Density functional theory data (the ωB97M-V functional and the def2-TZVPD basis) for a gas-phase ion, C6H14N3 (charge +1).

The calculation puts the LUMO energy at -0.17176 Eh. The gap between HOMO and LUMO comes out at 8.881 eV. The energy relative to the best compared isomer or geometry (same formula, charge and spin) comes out at 4.412 eV. The value obtained for the highest occupied orbital energy is -13.555 eV. The total energy is -10908.7228 eV. The SMILES is C[N+](C)=NN1CCCC1. Its total charge is +1.

Last column: Mulliken charge in e.
Cartesian coordinates (Å):
C1 -3.0623 0.9031 0.1470  -0.912
N1 -1.8480 0.1949 0.0569  0.602
C2 -2.1429 -1.1336 -0.3364  -0.833
N2 -0.8303 0.9152 0.0369  -0.574
N3 0.5175 0.4006 -0.2571  0.377
C3 1.4851 1.3948 -0.4444  -0.501
C4 2.6444 0.8878 0.3244  -0.704
C5 2.5670 -0.6504 0.0907  -1.033
C6 1.0349 -0.8739 0.1738  -0.500
H1 -3.1391 2.0589 0.0888  0.338
H2 -3.8395 0.5260 -0.6571  0.327
H3 -3.6478 0.6295 1.0163  0.361
H4 -2.2396 -1.2902 -1.3744  0.417
H5 -1.2892 -1.8703 -0.0190  0.273
H6 -3.0573 -1.5957 0.1234  0.348
H7 1.2166 2.3280 -0.1439  0.450
H8 2.0109 1.2294 -1.4251  0.244
H9 2.5558 0.9041 1.3921  0.325
H10 3.6522 1.4015 0.1926  0.361
H11 2.7792 -0.9514 -0.9169  0.353
H12 3.0596 -1.3117 0.7242  0.454
H13 0.7334 -1.6006 -0.5083  0.438
H14 0.6486 -0.9926 1.2094  0.389

Density functional theory data (the ωB97M-V functional and the def2-TZVPD basis) for a gas-phase ion, C6H14N3O4 (charge +1).

The calculation puts the LUMO energy at -0.15972 Eh. The gap between HOMO and LUMO comes out at 9.623 eV. The energy relative to the best compared isomer or geometry (same formula, charge and spin) comes out at 3.506 eV. The value obtained for the highest occupied orbital energy is -13.970 eV. The total energy is -19097.8941 eV. The SMILES is CNC[N@H+](CCOC=O)CON=O. Its total charge is +1.

Last column: Mulliken charge in e.
Cartesian coordinates (Å):
C1 2.3746 -1.8150 -0.1715  -0.803
N1 1.6630 -0.8944 -1.0845  -0.242
C2 1.5398 0.4463 -0.5515  -0.881
N2 0.1398 0.7566 -0.0070  0.337
C3 -0.8381 1.1021 -1.0959  -0.781
C4 -1.8906 -0.0157 -1.3151  -0.506
O1 -2.7638 0.0428 -0.1921  -0.370
C5 -3.2388 -1.1863 0.2292  0.178
O2 -4.2344 -1.2217 0.7948  -0.320
C6 0.1614 1.7286 1.1333  -0.500
O3 -0.0058 0.9946 2.3254  -0.271
N3 1.2487 0.8593 3.0235  0.182
O4 1.5557 -0.2523 3.0283  -0.170
H1 2.3205 -2.8190 -0.6137  0.354
H2 1.9031 -1.8769 0.8255  0.276
H3 3.4399 -1.5695 -0.1007  0.306
H4 0.7230 -1.2549 -1.2219  0.251
H5 1.7044 1.1588 -1.3758  0.389
H6 2.2849 0.6899 0.2150  0.438
H7 -0.1842 -0.1342 0.3931  0.394
H8 -1.4285 1.9940 -0.8506  0.445
H9 -0.3444 1.3395 -2.0466  0.334
H10 -1.4195 -0.9980 -1.4747  0.368
H11 -2.4281 0.2841 -2.2275  0.404
H12 -2.6795 -2.1323 0.0903  0.330
H13 -0.6775 2.4330 1.1045  0.390
H14 1.0743 2.3408 1.1660  0.467

Density functional theory data (the ωB97M-V functional and the def2-TZVPD basis) for a molecular structure, C6H14N4.

The calculation puts the LUMO energy at 0.03315 Eh. The gap between HOMO and LUMO comes out at 8.194 eV. The energy relative to the best compared isomer or geometry (same formula, charge and spin) comes out at 2.190 eV. The value obtained for the highest occupied orbital energy is -7.292 eV. The total energy is -12407.2629 eV.

Last column: Mulliken charge in e.
Cartesian coordinates (Å):
C1 1.1474 0.8489 -0.0492  -0.093
C2 2.5210 0.4187 -0.5026  -1.290
C3 -0.3558 -0.6275 -1.8756  -2.174
C4 0.3972 -1.4042 0.3592  -1.470
C5 -1.6291 0.1169 0.1982  0.588
C6 -0.3625 -0.4141 -0.3701  1.975
N1 0.2298 -1.4860 1.6776  -0.099
N2 -2.7308 0.2045 -0.6191  -0.382
N3 1.1054 1.3026 1.2563  -0.564
N4 -1.6568 0.4728 1.4425  -0.810
H1 0.6870 1.5642 -0.7297  0.375
H2 0.7404 -2.1950 2.1809  0.226
H3 -0.5094 -0.9810 2.1741  0.210
H4 -3.6092 0.4899 -0.2153  0.209
H5 -2.7287 -0.1644 -1.5536  0.163
H6 0.1496 1.4411 1.5936  0.365
H7 1.5976 0.6923 1.8987  0.284
H8 -2.5562 0.8535 1.7304  0.114
H9 2.8743 -0.4206 0.0933  0.282
H10 3.2116 1.2568 -0.3683  0.401
H11 2.5285 0.1298 -1.5495  0.331
H12 0.6004 -1.0603 -2.1617  0.437
H13 -0.5278 0.3043 -2.4246  0.376
H14 -1.1241 -1.3435 -2.1859  0.548